[1]
Formula: C5H12FN2O2PS2
Source: the Open Molecules 2025 dataset
Level of theory: ωB97M-V with the def2-TZVPD basis set

Output
Maximum force (eV/Å): 4.7
DFT total energy (eV): -46129.7046
2S+1: 1
Structure (SMILES): CN(N=P(O)(S)S)C(=O)F.C=CC
HOMO (eV): -8.70
Energy relative to the best compared isomer or geometry (same formula, charge and spin) (kcal per mole): 55.5
Frontier orbital gap (eV): 8.7
Net charge: 0

Each line ends with the Löwdin charge.
Positions of all 25 atoms, in Å:
C -1.14015 1.70924 1.76218  -0.0293
N -1.32706 0.92803 0.58184  -0.1871
N -0.53598 -0.19721 0.47707  -0.2169
P -1.15385 -1.59991 0.49463  0.2172
O -2.57703 -1.77413 1.32079  -0.2340
S -1.29854 -2.66954 -1.41037  0.4322
S 0.39224 -2.80914 1.39754  0.5292
C -1.94509 1.39032 -0.51331  -0.5668
O -2.55398 2.36219 -0.71509  0.1568
F -1.83425 0.46059 -1.51561  0.0337
H -0.13573 1.95710 1.96491  0.0601
H -1.63153 2.72875 1.46571  0.1317
H -1.53666 1.18312 2.68424  0.1094
H -2.88370 -2.70516 1.32719  0.0788
H -0.65182 -1.63603 -2.11221  -0.1501
H 1.25281 -2.15926 0.80060  -0.3212
C 2.51755 -0.99705 -0.64962  -0.0493
C 1.71533 -0.00992 -1.05243  -0.2577
C 2.08024 1.43169 -0.86534  -0.1031
H 2.13572 -1.94838 -0.90784  0.0261
H 3.45352 -0.87242 -0.19211  0.0545
H 0.88472 -0.20876 -1.69738  0.0576
H 1.24421 2.06338 -1.10942  0.0573
H 2.82459 1.59638 -1.59822  0.0507
H 2.70443 1.77611 0.06226  0.1201

Cartesian forces, eV/Å:
-2.438 1.956 0.148
0.187 0.008 -0.407
0.057 0.149 0.641
0.355 -2.276 0.414
1.420 -0.707 -1.012
0.265 1.497 0.002
-3.770 -1.870 2.122
0.824 -1.832 -0.135
-1.226 2.401 -0.070
-0.022 0.006 -0.172
1.496 -0.097 -0.100
0.440 -1.850 1.268
0.016 0.810 -1.137
0.035 0.600 -0.032
-0.831 -0.984 0.842
2.583 2.146 -1.848
-1.877 0.580 -1.250
2.015 0.300 0.877
0.932 0.272 1.305
0.411 -1.277 -0.260
0.916 0.159 0.828
-0.469 -0.080 0.054
-0.213 0.566 0.350
0.690 0.525 -1.319
-1.795 -1.002 -1.109


[2]
Formula: C17H15Cl5O5Sn
Source: the Open Molecules 2025 dataset
Level of theory: ωB97M-V with the def2-TZVPD basis set

Output
Maximum force (eV/Å): 0.5
DFT total energy (eV): -96537.6401
2S+1: 1
HOMO (eV): -14.58
Energy relative to the best compared isomer or geometry (same formula, charge and spin) (kcal per mole): 0.0
Frontier orbital gap (eV): 7.9
Net charge: +2

Each line ends with the Löwdin charge.
Positions of all 43 atoms, in Å:
Sn -0.45079 0.19951 0.05511  1.4757
C -3.30247 -0.95508 -0.77184  0.0191
O -1.94363 -1.29951 -0.33647  -0.3246
C -1.46484 -2.54598 -0.89282  -0.1088
C -0.27331 -2.89181 -0.05743  -0.0973
O 0.55651 -1.70320 0.00079  -0.3178
C 1.94343 -1.84328 -0.45849  0.0248
H -3.93377 -1.81134 -0.55003  0.1189
H -3.29698 -0.73977 -1.83849  0.1174
H -3.61395 -0.08604 -0.20372  0.1015
H -1.22510 -2.39401 -1.94755  0.1581
H -2.23873 -3.30594 -0.79086  0.1584
H 0.29321 -3.72168 -0.47422  0.1576
H -0.56124 -3.12087 0.96912  0.1555
H 2.39905 -2.65296 0.10442  0.1192
H 2.44478 -0.90384 -0.23598  0.0712
H 1.94826 -2.03938 -1.52810  0.1192
Cl 2.27650 1.82023 0.48456  0.7890
C 1.37170 1.65840 1.94537  -0.6849
C 0.18693 0.94904 1.88386  -0.3284
C -0.59874 0.76586 3.00820  -0.6866
Cl -2.05935 -0.13807 2.81120  0.7751
C -0.20976 1.29510 4.22924  -0.6893
Cl -1.17233 1.06410 5.61294  0.7825
C 0.99586 2.01665 4.29253  -0.6677
Cl 1.49601 2.67120 5.77510  0.7988
C 1.79384 2.20102 3.15179  -0.6876
Cl 3.25593 3.06923 3.23430  0.7817
O 0.84443 1.10451 -4.32259  0.1079
C -0.18737 1.96709 -4.38762  -0.2266
C -0.42461 2.74014 -5.51679  0.0154
C -1.49388 3.61370 -5.55020  -0.0057
C -2.36357 3.74659 -4.46255  -0.0409
C -2.14593 2.99478 -3.34442  0.0161
C -1.05423 2.08999 -3.27968  -0.0699
C -0.87076 1.35910 -2.07392  -0.4533
O 0.11287 0.51679 -1.85735  -0.0630
O -1.68390 1.45780 -1.06713  -0.0602
H 1.35337 1.13709 -5.14298  0.1357
H 0.23780 2.65102 -6.36925  0.1328
H -1.65814 4.20782 -6.43973  0.1296
H -3.19095 4.43941 -4.50666  0.1226
H -2.79543 3.08711 -2.48543  0.1291

Cartesian forces, eV/Å:
-0.179 -0.242 0.269
0.025 -0.021 0.029
-0.413 0.201 0.027
0.063 -0.059 -0.077
0.203 -0.085 0.188
0.372 0.012 -0.058
-0.089 -0.005 0.047
-0.030 0.033 0.037
0.013 0.007 0.012
-0.014 0.008 0.006
0.022 -0.013 0.021
-0.051 0.058 0.006
0.041 0.036 -0.037
-0.004 -0.062 -0.043
0.023 -0.004 -0.002
-0.025 -0.059 -0.023
-0.003 -0.004 -0.003
0.011 0.064 -0.020
-0.010 -0.049 -0.032
-0.153 -0.048 0.038
-0.060 -0.048 -0.118
0.002 0.033 -0.002
0.083 0.016 -0.003
-0.009 0.008 0.017
-0.039 -0.021 0.012
0.004 0.010 0.015
0.020 0.010 0.019
0.003 0.006 -0.002
-0.209 0.138 0.034
0.209 -0.177 0.067
-0.079 0.107 -0.101
0.100 -0.056 -0.057
-0.047 0.063 -0.051
0.131 -0.140 0.090
-0.126 0.091 0.018
0.033 -0.179 -0.081
-0.034 0.235 -0.241
0.206 0.139 0.026
0.000 0.010 -0.015
-0.009 0.013 -0.010
0.010 -0.005 -0.003
-0.001 -0.001 -0.008
0.009 -0.018 0.010


[3]
Formula: C3H5NS
Source: the Open Molecules 2025 dataset
Level of theory: ωB97M-V with the def2-TZVPD basis set

Output
Maximum force (eV/Å): 6.2
DFT total energy (eV): -15514.4360
2S+1: 1
Structure (SMILES): C=NC(C)=S
HOMO (alpha / beta) (eV): -8.29 / -8.29
Energy relative to the best compared isomer or geometry (same formula, charge and spin) (kcal per mole): 56.2
Frontier orbital gap (alpha / beta) (eV): 7.2 / 7.2
Net charge: 0

Each line ends with the Löwdin charge.
Positions of all 10 atoms, in Å:
C -0.42804 1.98212 0.02517  0.0317
N -0.32565 0.77831 -0.35836  -0.0083
C 0.43244 -0.26353 0.00985  -0.6387
C -0.17526 -1.60117 -0.03711  -0.1206
S 2.38064 -0.06303 -0.00255  0.3427
H 0.05096 2.53032 0.91897  0.1270
H -1.03601 2.55491 -0.50185  0.0251
H 0.31400 -2.28591 -0.68738  0.0682
H -0.01709 -2.19352 0.91046  0.1097
H -1.19599 -1.43849 -0.27720  0.0633

Cartesian forces, eV/Å:
2.839 -1.820 3.206
0.221 0.189 0.785
6.012 0.952 -1.131
0.275 -0.536 2.287
-5.216 -0.420 0.239
-0.432 -1.561 -1.011
-2.595 2.700 -2.611
0.460 -0.020 -1.183
-0.496 1.047 -0.458
-1.070 -0.531 -0.123


[4]
Formula: C6H18O4V2
Source: the Open Molecules 2025 dataset
Level of theory: ωB97M-V with the def2-TZVPD basis set

Output
Maximum force (eV/Å): 2.1
DFT total energy (eV): -66062.4919
2S+1: 7
HOMO (alpha / beta) (eV): -15.82 / -15.82
Energy relative to the best compared isomer or geometry (same formula, charge and spin) (kcal per mole): 36.9
Frontier orbital gap (alpha / beta) (eV): 6.8 / 7.1
Net charge: +2

Each line ends with the Löwdin spin population.
Positions of all 30 atoms, in Å:
V -0.35974 -2.18271 2.27447  2.8962
V 2.81302 -1.65179 2.07579  2.9507
O 1.35467 -2.38555 3.44871  0.0450
H 1.27582 -2.81416 4.30093  0.0053
O 1.05394 -1.31905 1.00887  0.0639
H 0.95190 -0.61175 0.36846  0.0051
C -2.26549 -0.90794 -1.23763  0.0009
C -2.15028 -0.58537 0.23939  0.0065
C -3.34390 0.26568 0.67118  0.0003
O -2.08931 -1.82416 1.02531  0.0212
H -2.29012 -0.00015 -1.83579  0.0001
H -3.17409 -1.47606 -1.44600  0.0001
H -1.42313 -1.51303 -1.58537  0.0001
H -1.24956 -0.01725 0.47497  0.0024
H -4.29494 -0.19529 0.40176  0.0001
H -3.25726 1.24483 0.19879  -0.0001
H -3.40010 0.50167 1.73866  0.0002
H -2.95210 -2.25067 0.88368  0.0015
C 1.85800 0.39702 -1.91745  -0.0002
C 2.28799 1.73591 -1.33777  -0.0001
C 1.47874 2.19842 -0.14481  0.0003
O 3.65577 1.52486 -0.94824  0.0005
H 2.54212 0.12219 -2.71954  0.0000
H 0.83745 0.33941 -2.29325  0.0000
H 2.00466 -0.38987 -1.16575  0.0000
H 2.26557 2.47036 -2.14942  0.0000
H 1.42754 1.38268 0.57913  0.0003
H 0.46674 2.46719 -0.46332  0.0000
H 1.93105 3.09992 0.26453  0.0000
H 4.04508 2.37466 -0.71027  0.0000

Cartesian forces, eV/Å:
0.472 0.435 -0.610
-2.071 -0.096 0.205
-0.449 0.669 -1.932
0.524 -0.152 0.322
0.838 -0.867 1.643
-0.041 0.103 -0.267
0.583 -0.511 0.000
-0.941 1.162 -0.422
0.092 0.147 0.513
0.497 -0.146 0.447
-0.064 0.093 0.079
-0.082 0.093 0.065
-0.018 0.063 0.037
0.211 -0.291 0.002
0.024 0.030 -0.209
-0.153 -0.138 -0.285
0.299 -0.328 0.010
0.294 -0.219 0.341
0.332 -0.214 0.126
0.396 -0.356 -0.371
-0.292 0.169 -0.802
-0.203 -0.058 0.240
-0.115 0.071 -0.118
-0.044 0.260 0.046
-0.053 0.016 0.026
-0.106 0.122 0.164
0.061 0.184 0.353
0.006 -0.080 0.124
-0.043 -0.123 0.356
0.044 -0.040 -0.083


[5]
Formula: C3HOSc
Source: the Open Molecules 2025 dataset
Level of theory: ωB97M-V with the def2-TZVPD basis set

Output
Maximum force (eV/Å): 3.6
DFT total energy (eV): -25849.6803
2S+1: 1
HOMO (alpha / beta) (eV): -18.86 / -17.79
Energy relative to the best compared isomer or geometry (same formula, charge and spin) (kcal per mole): 18.9
Frontier orbital gap (alpha / beta) (eV): 8.1 / 7.1
Net charge: +2

Each line ends with the Löwdin charge.
Positions of all 6 atoms, in Å:
O 1.44646 -0.51703 0.00769  -0.0833
C 0.27802 -0.11957 -0.14821  -0.1223
C -0.79577 0.45518 -0.55706  0.0765
C -1.86570 -0.15309 0.02143  0.3613
H -2.45719 0.49228 0.69527  0.1183
Sc 3.39418 -0.15777 -0.01912  1.6497

Cartesian forces, eV/Å:
-1.486 0.562 0.390
1.329 0.826 -1.711
-0.185 -3.187 1.675
0.579 2.975 -0.686
-0.606 -1.032 0.288
0.369 -0.144 0.044


[6]
Formula: C30H32ClMnN3SSi2
Source: the Open Molecules 2025 dataset
Level of theory: ωB97M-V with the def2-TZVPD basis set

Output
Maximum force (eV/Å): 3.0
DFT total energy (eV): -106521.8015
2S+1: 5
HOMO (alpha / beta) (eV): -7.32 / -10.09
Energy relative to the best compared isomer or geometry (same formula, charge and spin) (kcal per mole): 121.1
Frontier orbital gap (alpha / beta) (eV): 3.4 / 6.6
Net charge: +1

Each line ends with the Löwdin spin population.
Positions of all 70 atoms, in Å:
C 1.83906 0.08928 0.79761  -0.0124
C 1.76726 -1.23275 0.19308  -0.0276
C 1.64681 -1.07050 -1.23924  -0.0248
H 1.74079 -2.20339 0.70388  -0.0004
C 1.59677 0.33495 -1.53471  -0.0116
C 1.75844 1.05125 -0.27982  -0.0404
H 1.80434 2.15337 -0.21779  -0.0006
H 1.93852 0.34508 1.86916  0.0017
H 1.60714 -1.87380 -2.00659  0.0011
H 1.51374 0.74605 -2.55009  0.0003
Mn 0.04151 -0.13953 -0.22273  2.0921
Si -0.13808 -3.78343 -5.88058  0.3389
C -1.59901 -5.01592 -6.03619  0.0787
C -2.73386 -4.63366 -6.76272  0.0428
H -2.76046 -3.66314 -7.29490  0.0088
C -3.84009 -5.49400 -6.82669  0.0039
H -4.75401 -5.14438 -7.30816  -0.0002
C -3.78380 -6.77350 -6.25862  0.0212
H -4.66166 -7.43148 -6.26942  0.0013
C -2.58971 -7.19351 -5.65629  0.0058
H -2.53062 -8.19332 -5.22640  0.0002
C -1.48393 -6.34043 -5.57407  0.0243
H -0.52126 -6.69164 -5.17926  0.0011
C -0.08062 -3.11666 -7.62599  0.0425
C 0.39137 -3.95313 -8.65757  0.0125
H 0.72864 -4.97116 -8.42471  0.0024
C 0.43364 -3.44388 -9.95650  0.0035
H 0.76816 -4.09257 -10.76680  0.0004
C 0.07086 -2.12141 -10.23712  -0.0002
H 0.15911 -1.71932 -11.24575  0.0000
C -0.38149 -1.30015 -9.20535  0.0008
H -0.64825 -0.26118 -9.38540  0.0000
C -0.49366 -1.81610 -7.91826  0.0086
H -0.87279 -1.17472 -7.12472  0.0076
H 0.97832 -4.66850 -5.63842  0.0254
Si -2.21432 -1.89529 -4.30589  0.5567
C -0.24022 -1.50338 -4.71900  0.1387
C 0.96605 -2.24007 -4.45102  0.0764
H 0.98821 -3.23175 -3.96261  0.0161
C 2.24226 -1.65245 -4.66510  0.0726
H 3.13594 -2.27767 -4.51388  0.0035
C 2.36398 -0.36347 -5.15305  0.0579
H 3.34041 0.05922 -5.36918  0.0025
C 1.20803 0.40641 -5.30193  0.0599
H 1.27560 1.44031 -5.62225  0.0030
C -0.06260 -0.15899 -5.11151  0.0799
H -0.97124 0.44448 -5.25445  0.0030
C -2.06925 -3.43470 -3.14958  0.0682
C -0.97454 -3.59849 -2.28254  0.0223
H -0.18837 -2.84103 -2.24115  0.0007
C -0.81803 -4.72232 -1.46636  0.0009
H 0.13142 -4.83003 -0.92229  0.0002
C -1.81335 -5.69098 -1.44494  0.0125
H -1.67906 -6.57298 -0.82876  0.0008
C -2.93576 -5.53739 -2.26467  -0.0017
H -3.68382 -6.31193 -2.28315  -0.0003
C -3.05022 -4.44897 -3.12305  0.0181
H -3.87382 -4.38057 -3.83159  0.0038
H -3.27657 -0.86108 -4.04785  0.0818
Cl -1.20364 -0.70226 -2.02006  0.0851
N -0.89391 1.77566 -0.21567  -0.0037
N -1.76139 2.04223 0.88833  0.0006
C -2.01517 1.05401 1.76268  0.0080
N -2.98915 1.24287 2.66121  0.0076
S -1.19215 -0.46170 1.65627  0.0132
H -1.40797 1.67191 -1.11113  0.0035
H -0.26382 2.57092 -0.32690  0.0007
H -2.33102 2.89190 0.86843  -0.0001
H -3.21766 0.51019 3.33057  -0.0001
H -3.48783 2.13209 2.76165  0.0000

Cartesian forces, eV/Å:
0.569 0.201 -0.754
0.015 0.097 -0.308
0.602 0.072 0.689
0.192 0.665 -0.154
1.115 0.208 0.824
1.106 -0.804 -0.759
-0.070 -0.905 0.192
-0.180 -0.367 -0.915
-0.200 0.804 0.872
-0.089 -0.135 0.667
-1.881 0.916 -0.996
-1.856 -1.606 -1.734
0.834 -0.003 -0.458
-0.556 -0.145 0.243
-0.057 -0.574 0.527
0.108 0.065 -0.001
0.223 -0.200 -0.015
0.223 0.358 0.235
0.440 0.296 -0.066
0.033 -0.054 -0.010
0.031 0.147 -0.204
-0.533 0.304 0.002
-0.548 0.131 0.097
0.497 0.106 0.049
-0.170 0.751 0.002
-0.191 0.420 -0.231
0.110 -0.279 -0.152
-0.031 0.202 0.153
0.033 0.017 0.337
-0.030 -0.205 0.199
-0.073 -0.205 -0.163
-0.004 -0.192 -0.108
0.182 0.004 -0.192
0.097 -0.195 -0.304
0.804 -0.420 0.090
2.082 -1.947 -0.344
-0.563 1.236 1.188
0.254 0.762 0.645
-0.261 0.831 -0.167
-0.435 -1.334 -0.096
-0.491 0.339 -0.017
-0.563 0.809 0.060
-0.129 -0.039 0.044
0.077 -0.210 -0.359
0.068 -0.052 -0.044
-0.081 -0.362 0.192
0.541 -0.084 -0.048
-0.491 0.108 0.343
0.321 -0.214 -0.053
-0.454 -0.506 -0.105
0.188 0.342 -0.457
-0.614 -0.066 -0.020
0.008 0.106 -0.194
-0.186 0.027 -0.045
0.424 0.036 0.011
-0.185 -0.088 0.017
0.373 0.496 -0.133
-0.001 -0.158 0.222
0.614 0.028 0.127
-0.436 1.121 1.342
-0.693 0.234 -0.009
0.053 0.288 -0.500
-0.381 -0.890 -0.169
0.092 0.388 0.132
-0.592 0.414 0.523
-0.094 -0.002 0.673
-0.147 -0.266 0.201
0.320 -0.489 -0.111
0.256 0.288 -0.388
0.382 -0.626 -0.117